[1]
The following is a DFT calculation (ωB97M-V/def2-TZVPD) of a molecular structure, C3H8O3Tl.

## Properties
HOMO (spin up / spin down): -19.143 / -18.859 eV
Energy: -14047.2411 eV
Spin multiplicity: 2
Total charge: +2
Relative energy (zero: lowest compared OMol25 entry of this formula, charge and spin): 33.16 kcal per mole

Each line ends with the Mulliken spin population.
Element x y z (Å)
O1 -3.39774 0.98734 2.97738  0.01
C1 -2.77722 -0.21512 3.43399  0.00
C2 -4.15040 -0.91755 4.15976  0.00
O2 -4.31416 1.42775 5.90860  0.10
Tl1 -3.94685 2.31465 4.28260  -0.09
H1 -1.95950 -0.32899 4.15154  0.00
H2 -2.36237 -0.69504 2.53769  0.00
H3 -3.80969 -1.78850 4.74100  0.01
H4 -5.02765 -0.33150 4.48223  0.01
O3 -4.75929 -1.37724 2.73810  0.76
H5 -4.09185 0.56350 2.21196  0.00
C3 -5.97604 -2.08622 2.78744  0.04
H6 -5.87948 -3.00219 3.39239  0.06
H7 -6.76651 -1.45736 3.22927  0.08
H8 -6.24568 -2.35885 1.76070  0.01

***

[2]
The following is a DFT calculation (ωB97M-V/def2-TZVPD) of a molecular structure, C57H53N9O5PReS2.

## Properties
HOMO (spin up / spin down): -14.105 / -14.109 eV
Energy: -116685.1970 eV
Spin multiplicity: 4
Total charge: +3
Relative energy (zero: lowest compared OMol25 entry of this formula, charge and spin): 0.00 kcal per mole

Each line ends with the Mulliken spin population.
Element x y z (Å)
Re1 -21.62810 -6.29850 18.17843  2.48
C1 -17.11222 -7.87483 15.43425  0.00
N1 -18.52322 -7.93204 15.94551  0.02
C2 -19.14206 -6.98139 16.64778  0.02
N2 -20.27840 -7.50166 17.19420  0.00
C3 -20.42767 -8.75384 16.63643  0.05
C4 -19.28369 -9.10090 15.90550  -0.01
C5 -18.67081 -10.32768 15.50709  0.00
C6 -18.56380 -10.70229 14.17573  0.00
C7 -17.81246 -11.79754 13.75652  0.00
C8 -17.20208 -12.52628 14.77372  0.00
C9 -17.27224 -12.20626 16.12482  0.00
C10 -18.02103 -11.09493 16.49769  0.00
C11 -21.46283 -9.66145 17.05701  0.00
C12 -22.26730 -10.32860 16.13373  0.01
C13 -23.15581 -11.34225 16.43661  0.00
C14 -23.15346 -11.89354 17.67211  0.00
C15 -22.30734 -11.36634 18.62973  0.00
C16 -21.60995 -10.15887 18.40203  0.00
P1 -18.42918 -5.33329 16.99164  -0.02
C17 -19.76911 -4.29321 16.52745  0.01
N3 -21.06004 -4.59524 16.86978  -0.01
C18 -21.81770 -3.48366 16.53039  0.02
C19 -20.96335 -2.47785 16.10329  -0.01
N4 -19.67393 -3.05367 16.05402  0.02
C20 -18.48143 -2.56700 15.44490  0.00
C21 -21.26095 -1.06259 15.85751  0.00
C22 -20.82793 -0.08230 16.70841  0.00
C23 -20.93831 1.28030 16.38677  0.00
C24 -21.57574 1.65011 15.22050  0.00
C25 -22.10263 0.63644 14.35782  0.00
C26 -21.81283 -0.66090 14.64038  0.00
C27 -23.23510 -3.32712 16.82368  0.05
C28 -23.47260 -2.26020 17.64224  0.01
C29 -24.79448 -1.88135 17.83042  0.00
C30 -25.85943 -2.46386 17.19208  0.00
C31 -25.58749 -3.59990 16.39049  0.00
C32 -24.26639 -3.98128 16.19138  -0.02
C33 -18.74143 -5.44106 18.81112  0.00
N5 -19.97035 -5.67817 19.33042  0.00
C34 -19.78914 -5.69031 20.69136  0.01
C35 -18.47691 -5.47541 20.98142  -0.01
N6 -17.82923 -5.35281 19.80656  0.02
C36 -16.39237 -5.06942 19.78000  0.00
C37 -17.79925 -5.57659 22.27483  0.00
C38 -17.40141 -6.77789 22.81478  0.00
C39 -16.90657 -6.81508 24.08316  0.00
C40 -16.80109 -5.65356 24.82344  0.00
C41 -17.22366 -4.45967 24.35461  0.00
C42 -17.60868 -4.41153 23.02168  0.00
C43 -20.81602 -5.83592 21.68046  0.03
C44 -21.60739 -4.72230 21.97833  -0.01
C45 -22.59997 -4.85174 22.92725  0.00
C46 -22.88596 -6.11429 23.48643  0.00
C47 -22.07257 -7.16764 23.21207  0.00
C48 -21.05479 -7.05639 22.28497  -0.02
H1 -17.00212 -8.01208 14.37929  0.00
H2 -16.79193 -6.85094 15.56097  0.00
H3 -16.44950 -8.48045 15.98839  0.00
H4 -19.06563 -10.14187 13.43324  0.00
H5 -17.75338 -12.02663 12.70785  0.00
H6 -16.56346 -13.32185 14.44764  0.00
H7 -16.62219 -12.73076 16.83461  0.00
H8 -18.00057 -10.76768 17.55865  0.00
H9 -22.16202 -10.00156 15.09036  0.00
H10 -23.67304 -11.73794 15.58690  0.00
H11 -23.76258 -12.83910 17.87610  0.00
H12 -22.45430 -11.84158 19.61398  0.00
H13 -20.97051 -9.79578 19.17886  -0.01
H14 -17.82428 -2.23760 16.22490  0.00
H15 -18.04293 -3.28301 14.72861  0.00
H16 -18.72737 -1.75970 14.76350  0.00
H17 -20.27565 -0.40743 17.57667  0.00
H18 -20.59359 2.03083 17.06630  0.00
H19 -21.72287 2.70691 14.99811  0.00
H20 -22.67176 0.96816 13.51472  0.00
H21 -22.18307 -1.42863 13.99587  0.00
H22 -22.63687 -1.76042 18.12165  0.00
H23 -25.04805 -1.07779 18.52330  0.00
H24 -26.86384 -2.01653 17.39916  0.00
H25 -26.40549 -4.14769 15.90514  0.00
H26 -24.03860 -4.66060 15.38505  0.01
H27 -15.81596 -5.76086 19.17850  0.00
H28 -16.17094 -4.08980 19.35842  0.00
H29 -16.02460 -5.03860 20.79916  0.00
H30 -17.44741 -7.68220 22.18861  0.00
H31 -16.67476 -7.76161 24.53336  0.00
H32 -16.50978 -5.84089 25.83254  0.00
H33 -17.06286 -3.47814 24.82779  0.00
H34 -17.88204 -3.45596 22.57855  0.00
H35 -21.32053 -3.73859 21.58810  0.00
H36 -23.13712 -3.96834 23.28274  0.00
H37 -23.61494 -6.10277 24.27940  0.00
H38 -22.25637 -8.15974 23.61598  0.00
H39 -20.37033 -7.84452 22.03660  0.00
O1 -16.47851 -14.27855 18.66154  0.00
H40 -16.49375 -15.17455 18.37876  0.00
H41 -17.17301 -14.20240 19.33295  0.00
O2 -22.76838 -4.92525 19.36130  0.03
H42 -22.59330 -4.97666 20.37687  0.01
H43 -23.74691 -4.89540 19.25072  0.02
O3 -22.30548 -7.44115 19.61279  0.16
H44 -22.04820 -8.41234 19.77166  0.01
H45 -23.95398 -7.47540 19.33197  0.02
N7 -29.67082 -3.84728 20.87267  0.00
C49 -28.86717 -4.87678 20.50185  0.00
C50 -28.79850 -5.24064 19.13978  0.00
C51 -28.12875 -6.35378 18.75002  0.00
C52 -27.26782 -7.04756 19.65973  0.00
C53 -27.24043 -6.55232 20.97683  0.00
C54 -28.07543 -5.57854 21.40499  0.00
S1 -26.17751 -8.33376 19.25718  0.00
O4 -25.66139 -9.04015 20.38955  0.00
O5 -26.82178 -8.99514 18.11755  0.00
N8 -24.77936 -7.65212 18.64587  0.04
C55 -24.45273 -7.56566 17.38045  0.04
S2 -25.43242 -7.97475 16.08922  0.00
C56 -24.18235 -7.52864 14.93702  0.02
C57 -23.09083 -7.10756 15.58332  0.01
N9 -23.21678 -7.11252 16.96770  0.00
H46 -30.39226 -3.60652 20.28254  0.00
H47 -29.72592 -3.65369 21.86153  0.00
H48 -29.43350 -4.69150 18.37843  0.00
H49 -28.40976 -6.77222 17.66785  0.00
H50 -26.59750 -6.93626 21.78719  0.00
H51 -28.05838 -5.20329 22.43553  0.00
H52 -24.36981 -7.72081 13.90810  0.00
H53 -22.14872 -6.74334 15.12896  0.01